a.
The following is a quantum chemistry calculation of the molecule C6H16N2, from the Open Molecules 2025 dataset.

Summary:
orbital gap = 9.612 eV
SMILES = CCCNC[C@@H](C)N

```
! RIJCOSX wB97M-V def2-TZVPD def2/J DEFGRID3
* xyz 0 1
H -1.580 1.381 0.538
H -0.470 0.466 -2.868
H 0.618 0.865 -1.146
H 1.889 0.341 1.563
C 1.458 -0.652 1.443
N 2.474 -1.704 1.400
H -0.185 -1.417 0.275
H -1.138 2.518 -1.552
H 1.098 -0.615 3.571
N 0.130 0.563 -0.319
H -0.311 -0.286 2.648
C -1.292 0.782 -0.346
H -1.919 -0.110 -0.276
C 0.644 -0.725 0.143
H -2.775 1.882 -1.476
H -2.146 0.099 -3.185
H 0.225 -1.926 2.702
H 3.176 -1.582 0.691
C -1.723 1.595 -1.558
H -1.362 1.672 -3.664
H 2.829 -1.950 2.310
C 0.590 -0.905 2.657
C -1.475 0.909 -2.910
H 1.246 -1.201 -0.642
*
```

***

b.
The following is a quantum chemistry calculation of a 2-piece molecular cluster, C6H16N2 overall, from the Open Molecules 2025 dataset.

Summary:
orbital gap = 9.939 eV
SMILES = C/C=C/C.NCCN

```
! RIJCOSX wB97M-V def2-TZVPD def2/J DEFGRID3
* xyz 0 1
H 0.976 0.467 2.741
H 2.057 -1.436 1.744
H -2.968 0.775 -1.210
H 1.080 -0.899 -2.899
C -1.459 -0.611 -0.676
H 0.819 -1.928 -1.391
C 1.408 1.041 0.702
H 1.407 2.701 1.908
C -0.867 -0.616 -1.891
H -1.117 -1.358 0.122
H -0.355 0.251 1.539
H -0.074 -2.285 -2.963
H 0.561 -1.881 2.071
N 1.016 2.441 1.009
C 0.726 0.107 1.693
H 2.554 0.820 0.703
H 1.388 3.084 0.364
N 1.096 -1.292 1.452
H -2.260 1.090 0.365
C -2.601 0.322 -0.320
C 0.295 -1.467 -2.317
H -3.362 -0.245 0.196
H 1.025 0.838 -0.314
H -1.343 0.080 -2.625
*
```

***

c.
The following is a quantum chemistry calculation of C6H16N2 as an isolated structure, from the Open Molecules 2025 dataset.

Summary:
orbital gap = 9.041 eV

```
! RIJCOSX wB97M-V def2-TZVPD def2/J DEFGRID3
* xyz 0 1
C -1.971 -0.035 -0.791
H 3.180 0.017 1.304
N 2.388 -0.884 -0.799
H -2.313 -0.330 -1.808
H -2.855 1.463 0.553
H 3.652 1.330 -0.004
H -2.486 -0.673 1.322
H -3.635 -1.562 0.187
C 0.441 -0.336 0.601
H -2.315 2.154 -1.066
H -0.998 1.529 0.083
H 2.869 -1.592 -0.272
H 1.370 0.836 -1.077
C -2.132 1.336 -0.347
H -0.058 0.423 1.152
C -2.559 -1.127 0.279
H -0.136 -1.141 -0.026
N -0.502 -0.351 -0.978
H 2.367 1.822 1.292
C 2.758 0.933 0.641
C 1.684 0.238 -0.204
H 0.949 -0.945 1.352
H 2.008 -1.254 -1.700
H -1.705 -1.852 0.304
*
```

***

Which is most stable, and by how much? a, by 0.0233 hartree.

***

a.
The following is a quantum chemistry calculation of the molecule C6H16N2, from the Open Molecules 2025 dataset.

Summary:
orbital gap = 9.233 eV
SMILES = CCCNCCNC

```
! RIJCOSX wB97M-V def2-TZVPD def2/J DEFGRID3
* xyz 0 1
C -3.092 -1.601 0.537
C -1.533 0.187 -0.050
H 2.343 -1.040 -1.192
C -0.154 -0.337 0.391
C 1.874 1.110 0.748
H 2.618 2.027 -1.066
N 0.561 0.599 1.230
H -3.052 -2.657 0.362
H 0.264 -0.769 -0.522
H -4.108 -1.298 0.804
H 1.892 2.105 1.114
C 2.049 1.144 -0.839
H 2.645 0.077 -2.585
H -2.616 -1.382 1.506
C 2.821 -0.074 -1.423
H -1.448 0.978 -0.801
H -3.025 -0.467 -1.210
H 3.826 0.072 -1.064
N -2.372 -0.951 -0.566
H 0.039 1.324 1.689
H -2.017 0.598 0.844
H -0.211 -1.249 1.009
H 2.516 0.343 1.199
H 0.991 1.196 -1.170
*
```

***

b.
The following is a quantum chemistry calculation of the molecule C6H16N2, from the Open Molecules 2025 dataset.

Summary:
orbital gap = 9.629 eV
SMILES = CCCCNCCN

```
! RIJCOSX wB97M-V def2-TZVPD def2/J DEFGRID3
* xyz 0 1
H -0.508 1.732 3.087
C 1.172 -1.257 0.162
C 0.158 -0.259 2.573
C -0.108 1.248 -2.201
H 1.040 1.592 -2.455
H -1.317 0.167 -0.604
H 2.030 -0.626 0.325
H -0.860 -1.625 0.993
H -1.135 1.077 1.347
H -1.065 -0.224 -3.608
N -0.643 0.750 -3.631
H 0.358 -2.284 1.833
H -1.805 0.666 2.665
H -0.695 2.155 -2.139
H -0.027 -0.912 3.514
H 1.154 -0.720 -1.895
C 0.101 -1.271 1.430
H 1.502 -2.281 -0.176
N 0.469 -0.871 -1.092
H 0.063 0.733 -4.331
H -0.014 0.869 -0.045
C -0.822 0.866 2.430
H 1.193 0.089 2.826
C -0.241 0.389 -1.009
*
```

***

Which is most stable, and by how much? a, by 0.0374 hartree.

***

a.
The following is a quantum chemistry calculation of an isolated ion of composition C4H9N4 and charge +1, from the Open Molecules 2025 dataset.

Summary:
orbital gap = 8.546 eV
SMILES = [H]/N=N/C(C)=[N+](\C)N=C

```
! RIJCOSX wB97M-V def2-TZVPD def2/J DEFGRID3
* xyz 1 1
N -1.271 -0.836 -0.415
H -2.921 -1.857 -0.351
C 0.596 0.277 -2.007
H 2.737 2.325 0.578
H -1.225 0.374 1.907
H -2.420 -1.415 1.242
N 2.691 1.374 0.241
H 0.528 0.498 2.015
H -0.475 0.193 -2.423
C -2.186 -1.395 0.234
C -0.194 -0.153 1.711
N 1.527 1.219 0.006
H -0.138 -1.121 2.244
H 1.293 0.999 -2.400
C 0.726 0.369 -0.517
H 1.066 -0.711 -2.282
N -0.333 -0.137 0.216
*
```

***

b.
The following is a quantum chemistry calculation of a 2-piece molecular cluster, C4H9N4 overall, from the Open Molecules 2025 dataset.

Summary:
orbital gap = 7.126 eV

```
! RIJCOSX wB97M-V def2-TZVPD def2/J DEFGRID3
* xyz 1 1
H -1.722 -1.905 -0.885
H 2.120 -2.431 0.508
C -0.062 -0.487 -0.012
H 2.584 1.525 -0.156
C -1.859 1.228 0.089
C 1.681 0.920 -0.005
N 2.304 -1.446 0.166
H 0.339 2.569 -0.079
C 1.337 -0.476 -0.044
N -0.550 0.759 0.107
H -2.579 0.503 0.530
N 0.514 1.619 0.007
H 3.071 -1.537 -0.488
N -1.977 -1.856 0.093
H -1.361 -2.596 0.601
H -2.134 1.331 -1.030
H -1.707 2.281 0.598
*
```

***

c.
The following is a quantum chemistry calculation of a 2-piece molecular cluster, C4H9N4 overall, from the Open Molecules 2025 dataset.

Summary:
orbital gap = 10.347 eV

```
! RIJCOSX wB97M-V def2-TZVPD def2/J DEFGRID3
* xyz 1 1
H 3.646 0.773 -0.061
N -2.065 0.433 0.343
C -2.763 -0.682 -0.146
H 2.431 2.013 0.115
C -1.337 1.239 -0.040
N 2.740 1.064 0.200
C 1.489 -0.870 0.188
C 1.082 -2.039 0.203
H -3.844 -0.331 -0.022
H -0.440 2.947 -0.286
N -0.387 1.984 -0.255
H -2.397 -1.456 0.511
H -2.517 -1.106 -1.092
H 0.697 1.039 -0.087
N 1.578 0.365 -0.013
H 1.063 -2.661 -0.641
H 1.023 -2.713 1.084
*
```

***

Which is most stable, and by how much? c, by 0.0025 hartree.

***

a.
The following is a quantum chemistry calculation of the molecule C3H3NO3S, from the Open Molecules 2025 dataset.

Summary:
orbital gap = 9.194 eV
SMILES = O=C1ONC(=S)[C@H]1O

```
! RIJCOSX wB97M-V def2-TZVPD def2/J DEFGRID3
* xyz 0 1
H -0.070 0.793 1.403
O -2.539 0.258 -0.250
H 0.867 2.113 -0.383
C -1.451 -0.125 0.046
O -1.041 -1.410 -0.233
N 0.320 -1.492 -0.004
C -0.148 0.657 0.315
H 0.692 -2.331 -0.427
S 2.502 -0.048 -0.166
C 0.914 -0.311 -0.004
O -0.047 1.896 -0.296
*
```

***

b.
The following is a quantum chemistry calculation of the molecule C3H3NO3S, from the Open Molecules 2025 dataset.

Summary:
orbital gap = 8.585 eV
SMILES = O=C/C(=N\S)C(=O)O

```
! RIJCOSX wB97M-V def2-TZVPD def2/J DEFGRID3
* xyz 0 1
C -0.186 0.222 0.137
C -1.480 -0.499 0.290
H -2.268 0.136 0.748
O -1.372 2.327 0.073
C -0.328 1.702 0.134
H 0.404 -2.702 -0.113
O 0.837 2.263 0.157
H 0.552 3.158 0.129
S 1.478 -1.879 -0.290
N 0.942 -0.346 -0.231
O -1.586 -1.672 0.036
*
```

***

c.
The following is a quantum chemistry calculation of the molecule C3H3NO3S, from the Open Molecules 2025 dataset.

Summary:
orbital gap = 9.107 eV
SMILES = Oc1nc(O)c(S)o1

```
! RIJCOSX wB97M-V def2-TZVPD def2/J DEFGRID3
* xyz 0 1
H -0.307 1.841 -1.990
O 2.356 -0.598 -0.411
S -0.576 0.571 -2.289
C 1.017 -0.523 0.049
O -1.161 0.149 2.665
H -1.993 0.368 2.270
H 2.658 -1.605 0.083
C -0.127 -0.010 -0.592
N 0.748 -0.628 1.307
C -0.505 -0.086 1.494
O -1.030 0.246 0.423
*
```

***

Which is most stable, and by how much? b, by 0.0262 hartree.